# 1
Formula: C4H7NO2
Source: OMol25
Level of theory: ωB97M-V/def2-TZVPD

Output
Strongest force on any atom (eV/A): 0.43
LUMO level (eV): 0.89
Kohn-Sham gap (eV): 10.7
SMILES string: C[C@@]1(C(N)=O)CO1
Relative energy (zero: lowest compared OMol25 entry of this formula, charge and spin) (kcal per mole): 30.3

Last column: Mulliken charge in e.
Atoms and positions in Å:
O  -0.904  1.122  1.679  -0.599
C  1.160  1.251  -0.460  -0.615
H  0.857  2.248  -0.136  0.267
H  -2.125  -0.549  -0.698  0.246
O  0.296  0.644  -1.435  -0.475
H  1.844  -1.343  -0.537  0.415
H  0.219  -2.035  -0.388  0.279
C  0.902  -1.280  0.015  -1.323
H  1.098  -1.524  1.064  0.308
C  0.324  0.109  -0.116  1.218
C  -0.928  0.411  0.692  0.166
H  -2.920  0.070  0.688  0.254
N  -2.056  -0.225  0.256  -0.402
H  2.227  1.083  -0.616  0.261

# 2
Formula: C28H42AsCa2F9O20
Source: OMol25
Level of theory: ωB97M-V/def2-TZVPD

Output
Strongest force on any atom (eV/A): 2.91
LUMO level (eV): -7.65
Kohn-Sham gap (eV): 6.1
Relative energy (zero: lowest compared OMol25 entry of this formula, charge and spin) (kcal per mole): 0.0
Charge: +2

Last column: Mulliken charge in e.
Atoms and positions in Å:
H  -5.371  -0.833  -6.775  0.391
C  -1.283  3.109  2.914  -1.228
O  0.418  5.790  5.282  -0.504
O  5.036  2.002  1.305  -0.278
H  2.933  -4.104  7.286  0.402
H  -1.678  0.664  -3.323  -0.348
O  1.147  -0.833  -0.288  0.006
H  -4.576  -0.193  -5.365  0.242
C  -4.681  -1.095  -5.973  -1.282
O  -2.632  -2.270  -5.525  -0.394
H  2.279  0.371  1.756  0.072
H  5.637  2.855  -0.482  0.284
O  -1.621  2.344  -5.337  -0.290
H  -2.956  0.531  -6.855  0.171
H  -0.502  2.954  2.170  0.273
O  0.963  -2.538  4.090  -0.192
O  4.811  -0.152  1.921  -0.567
C  -1.886  1.705  -3.069  -0.939
F  4.527  -2.553  -4.819  -0.436
H  -3.010  5.892  3.983  0.309
H  -0.787  2.798  3.838  0.327
O  2.886  -3.594  3.963  -0.295
C  -3.645  -2.679  2.851  -0.222
H  4.276  -4.364  6.262  0.354
C  -1.897  3.421  -6.137  0.581
C  -4.857  -3.626  2.642  0.547
F  2.700  -3.414  -3.422  -0.578
H  2.369  1.977  1.058  0.460
O  -4.548  -3.395  6.053  -0.489
H  -6.457  -3.810  1.150  0.327
C  1.157  -3.042  5.412  -0.508
C  -0.525  5.418  4.676  0.610
O  -3.484  -2.549  4.234  -0.331
H  2.883  0.269  -0.749  0.233
H  -2.132  2.437  2.761  0.383
C  -1.779  4.539  2.992  0.311
As  4.154  -2.315  -3.205  1.987
O  -1.673  4.962  5.239  -0.356
H  -2.224  4.313  -3.429  0.315
H  1.397  -2.244  6.117  0.308
H  -3.464  4.206  4.424  0.368
C  -2.390  -0.396  -6.904  -0.343
H  -2.516  1.734  -2.179  0.445
C  6.177  4.110  1.231  -1.436
H  -2.242  4.874  2.068  0.403
F  -1.429  0.148  -0.468  -0.227
F  4.955  -3.770  -2.765  -0.479
F  5.546  -1.430  -2.882  -0.439
H  3.560  -2.663  6.515  0.362
C  3.401  -3.728  6.369  -1.396
H  6.959  4.648  0.681  0.402
H  -0.952  2.196  -2.798  0.342
C  -3.368  -1.555  -6.552  0.379
C  5.423  0.726  1.398  0.674
H  -6.697  -2.481  2.292  0.371
C  -2.569  2.338  -4.254  0.740
C  2.384  -3.958  5.266  0.447
H  -5.119  -1.878  -5.357  0.359
H  -3.427  1.764  -4.618  -0.037
Ca  2.222  -3.127  0.024  1.445
H  0.794  1.164  1.326  0.052
C  1.831  1.032  1.014  -0.927
H  -4.563  -4.630  2.335  0.313
F  -1.289  -1.856  0.295  -0.327
O  0.706  -2.473  -1.663  -0.280
C  5.996  2.790  0.546  0.458
C  7.216  1.864  0.618  -0.542
O  -2.536  4.358  -5.398  -0.359
C  -1.541  -1.607  -5.207  0.440
F  3.718  -2.099  -1.467  -0.534
O  -1.554  3.545  -7.251  -0.488
H  -3.965  3.951  -3.882  0.326
H  -2.767  -3.105  2.363  0.075
H  2.104  -5.007  5.377  0.253
O  -0.688  -2.028  -4.451  -0.423
O  6.652  0.574  0.855  -0.322
C  1.977  -2.876  3.333  0.303
H  6.517  4.013  2.261  0.336
Ca  0.443  -4.032  -3.396  1.563
C  -2.648  4.885  4.211  -0.512
H  5.327  4.790  1.227  0.364
F  -2.046  -1.428  -1.717  -0.201
H  -5.512  -2.333  1.065  0.313
H  0.291  -3.547  5.832  0.368
O  -0.614  5.334  3.324  -0.383
C  1.872  0.426  -0.371  0.006
H  -3.525  -2.193  -7.418  0.357
C  -5.948  -3.064  1.757  -1.346
H  7.868  2.077  1.465  0.322
H  0.313  -0.565  -2.236  0.506
C  -1.116  -1.110  -0.795  0.619
H  7.760  1.923  -0.320  0.337
C  -2.914  3.830  -4.121  -0.367
H  -3.840  -1.712  2.386  0.255
C  -4.441  -3.243  4.894  0.570
C  0.299  -1.201  -1.343  -0.252
O  2.157  -2.408  2.217  -0.406
F  3.178  -0.968  -3.519  -0.407
O  -5.330  -3.740  3.994  -0.387
O  -1.424  -0.485  -5.871  -0.197
H  1.389  1.120  -1.061  0.163
H  -1.974  -0.473  -7.904  0.324

no.,E_HOMO (eV)
1,-9.80
2,-13.74